Entry 1:
2 unconnected molecules or ions with the total composition C4H5NO, computed with ωB97M-V/def2-TZVPD.

Output
structure (SMILES)	C=C=C=C=N.O
LUMO energy (spin up / spin down)	0.2262 / 0.2264	eV

Last column: Mulliken charge in e.
Atoms and positions in Å:
C1 0.8905 1.8964 0.8739  -1.072
C2 -0.1653 1.2358 0.4696  0.185
C3 -1.1239 0.5254 0.0697  -0.305
C4 -2.1898 -0.1893 0.0452  0.860
N1 -3.0010 -1.0272 -0.1311  -0.442
H1 1.6365 1.3704 1.5517  0.205
H2 1.1252 2.8141 0.5327  0.312
H3 -3.9096 -1.2988 0.2963  0.294
O1 0.6282 -1.4610 -1.2147  -0.626
H4 0.4037 -2.2215 -1.8532  0.302
H5 -0.2568 -1.1988 -0.9287  0.286

Entry 2:
5 unconnected molecules or ions with the total composition C2H15NO5, computed with ωB97M-V/def2-TZVPD.

Output
structure (SMILES)	NCCO.O.O.O.O
LUMO energy	0.4250	eV

Last column: Mulliken charge in e.
Atoms and positions in Å:
N1 0.4178 0.8003 0.1664  -0.347
C1 1.5218 1.1222 1.1098  -0.436
C2 1.4751 0.0967 2.2761  -0.511
O1 1.7558 -1.2361 1.9178  -0.490
H1 0.4980 0.0841 -0.4820  0.186
H2 -0.4539 0.5670 0.6834  0.152
H3 1.4750 2.2047 1.3371  0.308
H4 2.4632 0.8388 0.6944  0.297
H5 0.4088 0.2361 2.6655  0.261
H6 2.1894 0.3838 3.0295  0.382
H7 2.6983 -1.2661 1.6013  0.322
O2 0.0633 2.5918 -1.7328  -0.693
H8 -0.7224 3.2235 -1.6394  0.295
H9 0.3831 2.3872 -0.8900  0.349
O3 -1.9438 -0.5555 1.0433  -0.636
H10 -2.6327 0.0387 1.1031  0.274
H11 -2.2871 -1.5239 1.2891  0.304
O4 -2.9981 -2.6508 -2.1669  -0.656
H12 -2.0960 -2.6039 -1.7265  0.338
H13 -3.3975 -3.5393 -2.2559  0.320
O5 0.6092 -0.7327 -2.5692  -0.652
H14 0.3922 0.0221 -2.0014  0.311
H15 0.1806 -0.4889 -3.4527  0.322

Entry 3:
2 unconnected molecules or ions with the total composition C7H6N2S, computed with ωB97M-V/def2-TZVPD.

Output
LUMO energy	-0.1516	eV

Last column: Mulliken charge in e.
Atoms and positions in Å:
C1 2.1605 2.2133 2.0239  0.143
C2 -2.4202 -1.2328 0.7116  -0.325
C3 -1.2531 -0.5361 1.0266  -0.652
C4 -2.5153 -1.5864 -0.5921  -0.292
C5 -0.4492 -0.3844 -0.0100  -0.010
C6 0.8407 0.1463 -0.1144  0.183
C7 2.9105 0.4107 -1.3405  -0.405
N1 2.2327 1.8051 3.0785  -0.386
N2 1.7411 0.3332 -0.9178  -0.083
S1 -1.2602 -1.0421 -1.6164  -0.161
H1 -3.1676 -1.4881 1.3829  0.444
H2 -1.0185 -0.3379 1.9866  0.528
H3 -3.5328 -2.0326 -0.8708  0.308
H4 2.2305 2.7252 1.0606  0.247
H5 3.6118 -0.4611 -1.1879  0.232
H6 3.2272 1.2058 -2.1010  0.229

Entry 4:
A molecular structure, C31H24Br2HgIN3OS3, computed with ωB97M-V/def2-TZVPD.

Output
charge	-1
expectation value of S²	0.767
spin multiplicity	2
LUMO energy (spin up / spin down)	1.9655 / 1.9655	eV

Last column: Mulliken charge in e.
Atoms and positions in Å:
Hg1 -0.1980 -1.6651 1.1775  1.343
S1 -1.5248 -4.4955 1.4674  -0.431
C1 0.0322 -4.6266 0.8626  0.311
N1 0.8521 -3.6169 0.6040  -0.095
C2 2.0871 -4.0211 0.1224  -1.521
C3 3.1304 -3.1835 -0.2586  0.770
C4 4.3003 -3.7364 -0.7520  -0.638
C5 4.4473 -5.1191 -0.8681  -0.643
C6 3.4148 -5.9653 -0.4904  -0.464
C7 2.2417 -5.4079 -0.0008  0.899
S2 0.7768 -6.1865 0.5214  -0.314
H1 3.0213 -2.1153 -0.1479  0.225
H2 5.1120 -3.0816 -1.0475  0.367
H3 5.3698 -5.5351 -1.2533  0.368
H4 3.5185 -7.0398 -0.5790  0.361
C8 0.9674 3.9996 -0.5781  -1.267
C9 -0.1291 3.0970 -0.0109  0.352
C10 0.3883 2.1712 1.0000  0.059
N2 0.7986 1.4418 1.7863  -0.292
H5 0.5553 4.6441 -1.3541  0.381
H6 1.7664 3.4017 -1.0175  0.205
H7 1.3990 4.6260 0.2021  0.364
H8 -0.5768 2.4930 -0.8016  0.084
H9 -0.9297 3.6824 0.4433  0.327
Br1 3.0992 -1.2499 2.6594  -0.151
C11 1.5994 -1.1749 3.8501  0.345
C12 1.7743 -0.6724 5.0996  -0.594
C13 0.6725 -0.6712 5.9965  -0.559
C14 -0.5247 -1.2729 5.5245  -0.554
C15 -0.6026 -1.7691 4.2595  -0.436
N3 0.4532 -1.7144 3.3473  -0.300
H10 2.7466 -0.2966 5.3884  0.350
H11 0.7567 -0.2553 6.9900  0.353
H12 -1.3956 -1.3596 6.1636  0.361
H13 -1.4994 -2.2523 3.8951  0.326
C16 -7.9308 4.5446 -4.4132  -1.097
C17 -6.8276 3.7904 -3.7070  0.769
O1 -5.8913 3.2998 -4.2703  -0.512
S3 -7.0940 3.7049 -1.9350  -0.242
C18 -5.7293 2.7050 -1.4071  0.162
C19 -4.4318 3.2029 -1.4187  -0.484
C20 -3.3872 2.4156 -0.9678  -0.296
C21 -3.6171 1.1239 -0.4835  0.855
C22 -4.9282 0.6372 -0.4748  -0.717
C23 -5.9741 1.4192 -0.9375  -0.417
C24 -2.5412 0.3081 0.0002  -0.128
C25 -1.6427 -0.3943 0.4117  -0.850
H14 -7.6147 4.7778 -5.4273  0.305
H15 -8.1803 5.4583 -3.8741  0.326
H16 -8.8239 3.9192 -4.4454  0.291
H17 -4.2440 4.2034 -1.7856  0.401
H18 -2.3742 2.7966 -0.9800  -0.037
H19 -5.1120 -0.3618 -0.1033  0.471
H20 -6.9855 1.0335 -0.9340  0.418
Br2 3.8390 -1.1604 -4.0936  -0.163
C26 4.3156 -0.4304 -2.4156  0.263
C27 5.6677 -0.3561 -2.1040  -0.542
C28 6.0693 0.1443 -0.8769  -0.421
C29 5.1217 0.5690 0.0411  -0.715
C30 3.7724 0.5019 -0.2722  -0.051
C31 3.3621 0.0078 -1.5050  -0.546
I1 1.3111 -0.1399 -1.8365  0.283
H21 6.3948 -0.7030 -2.8255  0.410
H22 7.1240 0.1868 -0.6366  0.363
H23 5.4211 0.9328 1.0155  0.429
H24 3.0303 0.7902 0.4611  0.578

Entry 5:
2 unconnected molecules or ions with the total composition C4H12, computed with ωB97M-V/def2-TZVPD.

Output
charge	-1
expectation value of S²	0.750
spin multiplicity	2
LUMO energy (spin up / spin down)	4.2145 / 4.3502	eV

Last column: Mulliken charge in e.
Atoms and positions in Å:
C1 1.3629 2.4803 -0.6885  -2.240
C2 1.5949 1.2020 -1.5067  -1.518
H1 2.0844 3.2361 -0.8940  0.545
H2 0.3796 2.8477 -0.6588  0.927
H3 1.8865 2.2441 0.3302  0.518
H4 1.9927 1.4721 -2.4446  0.503
H5 2.5767 0.7465 -1.0415  0.534
H6 0.6810 0.6143 -1.5374  0.170
C3 -1.6011 -1.4785 0.3882  -1.982
C4 -1.4074 -2.1857 1.7607  -1.452
H7 -2.4626 -1.8747 -0.0445  0.192
H8 -1.9236 -0.4791 0.5061  0.840
H9 -0.8201 -1.6974 -0.3585  0.607
H10 -2.3330 -2.5233 2.2511  0.467
H11 -1.0222 -1.5907 2.4597  0.560
H12 -0.7356 -3.1045 1.7100  0.328

Entry 6:
A molecular structure, C2, computed with ωB97M-V/def2-TZVPD.

Output
LUMO energy	-2.9229	eV

Last column: Mulliken charge in e.
Atoms and positions in Å:
C1 0.4665 0.3495 0.7593  0.000
C2 -0.4665 -0.3495 -0.7593  0.000

Entry 7:
C16H16N4O2 in the gas phase, computed with ωB97M-V/def2-TZVPD.

Output
structure (SMILES)	Cc1ccc(/C=N\NC(=O)Cn2c(C)nc3ccccc32)o1
LUMO energy	0.5928	eV

Last column: Mulliken charge in e.
Atoms and positions in Å:
C1 -5.3695 -1.3683 0.8168  -1.285
C2 -4.0008 -0.8003 0.7232  0.599
C3 -2.7820 -1.4030 0.5542  -1.053
C4 -1.8300 -0.3700 0.5085  0.326
C5 -2.5286 0.8107 0.6541  -0.147
C6 -2.1287 2.1786 0.8019  -0.327
N1 -1.0329 2.7697 0.5209  -1.108
N2 -0.0440 2.1450 -0.1997  0.552
C7 -0.2180 1.4623 -1.3580  0.485
O1 -1.2933 1.1604 -1.8281  -0.586
C8 1.1159 1.0379 -1.9960  -1.097
N3 1.7290 0.0338 -1.1712  0.282
C9 1.3730 -1.2947 -1.1032  0.602
C10 0.3979 -1.8975 -2.0423  -1.315
N4 1.9906 -1.9366 -0.1574  -0.814
C11 2.7967 -1.0174 0.4654  0.399
C12 3.6668 -1.1612 1.5385  -0.621
C13 4.3548 -0.0425 1.9608  -0.474
C14 4.1955 1.1949 1.3363  -0.764
C15 3.3361 1.3600 0.2676  -0.825
C16 2.6371 0.2426 -0.1585  1.052
O2 -3.8508 0.5300 0.8007  -0.373
H1 -5.9421 -1.1227 -0.0775  0.290
H2 -5.8935 -0.9497 1.6743  0.333
H3 -5.3155 -2.4481 0.9161  0.325
H4 -2.5907 -2.4532 0.4724  0.480
H5 -0.7692 -0.4900 0.4261  0.959
H6 -2.8657 2.8254 1.2638  0.413
H7 0.8704 2.5199 0.0198  0.260
H8 1.7931 1.8899 -2.0941  0.470
H9 0.9051 0.6291 -2.9871  0.395
H10 0.8057 -1.9113 -3.0535  0.312
H11 0.1997 -2.9179 -1.7300  0.349
H12 -0.5323 -1.3311 -2.0540  0.315
H13 3.7917 -2.1199 2.0150  0.437
H14 5.0375 -0.1206 2.7938  0.379
H15 4.7571 2.0437 1.6972  0.387
H16 3.2340 2.3220 -0.2166  0.392

Entry 8:
C13H14BCl in the gas phase, computed with ωB97M-V/def2-TZVPD.

Output
LUMO energy (spin up / spin down)	-0.4768 / -0.3042	eV

Last column: Mulliken charge in e.
Atoms and positions in Å:
B1 -0.0436 0.9630 0.2081  0.062
C1 -3.9978 2.4532 -0.5525  -0.394
C2 -3.7933 1.1949 0.0028  -0.609
C3 -2.9043 3.2525 -0.8550  -0.468
C4 -2.5198 0.7388 0.2524  -0.249
C5 -1.6233 2.8026 -0.6204  -0.594
C6 -1.3848 1.5326 -0.0507  0.596
C7 1.8708 -0.1669 -1.6812  -1.010
C8 2.3707 -0.8761 -0.7065  0.300
C9 0.7563 -3.0324 1.5112  -0.836
C10 0.7221 -1.9726 0.7247  -0.196
C11 1.0999 0.4581 1.0984  -1.206
C12 1.7608 -0.8881 0.6941  0.570
C13 3.5248 -1.8400 -0.8679  -0.771
Cl1 2.9142 -3.5175 -1.1163  -0.203
H1 -4.9999 2.8057 -0.7418  0.381
H2 -4.6402 0.5688 0.2473  0.365
H3 -3.0540 4.2342 -1.2824  0.366
H4 -2.3707 -0.2387 0.6912  0.348
H5 -0.7774 3.4302 -0.8641  0.344
H6 2.1077 -0.0603 -2.7162  0.400
H7 -0.0008 -3.7974 1.4749  0.284
H8 1.5586 -3.1961 2.2134  0.254
H9 -0.0818 -1.8238 0.0142  0.300
H10 1.8828 1.2244 1.0784  0.331
H11 0.7984 0.3500 2.1462  0.398
H12 2.5442 -1.1193 1.4239  0.543
H13 4.1585 -1.8824 0.0208  0.299
H14 4.1220 -1.5974 -1.7472  0.398

Entry 9:
2 unconnected molecules or ions with the total composition H3O4PSi, computed with ωB97M-V/def2-TZVPD.

Output
charge	-2
LUMO energy	6.8234	eV

Last column: Mulliken charge in e.
Atoms and positions in Å:
O1 1.5379 -1.5483 -0.3982  -0.636
O2 1.1734 -0.6123 1.9286  -0.601
O3 2.1393 1.8564 -0.5908  -1.063
O4 -2.0064 1.1304 -0.1153  -0.617
Si1 -1.4055 -0.2508 -0.0529  0.264
P1 0.8299 -0.5203 0.5007  0.767
H1 1.2211 2.2095 -0.9179  0.200
H2 -1.2595 -0.9573 -1.2255  -0.166
H3 -2.2303 -1.3073 0.8715  -0.148

Entry 10:
C9H9N3O2S in the gas phase, computed with ωB97M-V/def2-TZVPD.

Output
LUMO energy	0.4081	eV

Last column: Mulliken charge in e.
Atoms and positions in Å:
C1 -2.6886 0.7861 0.7253  -0.558
C2 -1.8442 -1.1512 -0.3794  -0.734
C3 -1.4287 1.3485 0.7076  -0.507
C4 -0.5769 -0.5982 -0.4124  -0.265
C5 -2.9223 -0.4593 0.1594  0.737
C6 -0.3723 0.6698 0.1153  0.477
C7 4.1926 1.2942 -0.5601  0.112
C8 2.0024 0.8118 -0.0249  0.739
C9 -4.3099 -1.0178 0.0834  -1.399
N1 2.9455 1.6492 -0.4974  -0.559
N2 2.1731 -0.4334 0.2866  -0.405
N3 4.7596 0.2841 0.0695  -0.459
O1 3.7063 -2.2595 -0.3750  -0.502
O2 0.8086 1.3840 0.0122  -0.398
S1 3.5278 -1.2226 0.6044  0.528
H1 -3.5027 1.3348 1.1756  0.326
H2 -2.0029 -2.1386 -0.7866  0.359
H3 -1.2485 2.3246 1.1280  0.429
H4 0.2440 -1.1374 -0.8570  0.433
H5 4.8160 1.9493 -1.1699  0.376
H6 -4.3037 -2.0955 0.2261  0.366
H7 -4.9566 -0.5613 0.8263  0.356
H8 -4.7328 -0.8130 -0.9004  0.279
H9 5.7142 0.0512 -0.1567  0.272

Entry 11:
C26H18N2S in the gas phase, computed with ωB97M-V/def2-TZVPD.

Output
structure (SMILES)	C1=Cc2ccc3cc(/C=N/c4nc(-c5ccccc5)cs4)cc4c3c2C(=CC4)C1
LUMO energy	-0.6594	eV

Last column: Mulliken charge in e.
Atoms and positions in Å:
C1 -3.6952 -3.2215 5.7013  -0.865
C2 -3.4534 -3.9382 4.5326  -0.840
C3 -2.8756 -3.3026 3.3440  0.857
C4 -2.5949 -4.1009 2.2000  -0.821
C5 -1.9775 -3.5723 1.1122  -1.117
C6 -1.5100 -2.2533 1.1707  0.679
C7 -0.7442 -1.7806 0.1137  -0.629
C8 -0.2077 -0.4780 0.1292  0.432
C9 0.6350 -0.0529 -1.0154  -0.259
N1 0.9124 -0.8596 -2.0300  -0.388
C10 1.5410 -0.3179 -3.1716  0.419
N2 2.1440 0.8526 -3.1991  -0.350
C11 2.5861 1.2368 -4.4393  -0.195
C12 3.2040 2.5620 -4.6643  0.723
C13 3.0857 3.2637 -5.8554  -0.424
C14 3.6651 4.5130 -6.0240  -0.452
C15 4.4457 5.1157 -5.0509  -0.433
C16 4.5451 4.4719 -3.8171  -0.526
C17 3.9709 3.1886 -3.6501  -0.396
C18 2.3517 0.2990 -5.4114  -0.475
S1 1.5285 -1.0850 -4.7862  -0.206
C19 -0.5215 0.3840 1.2270  -1.025
C20 -1.2508 -0.0932 2.3128  0.403
C21 -1.7445 -1.4318 2.3126  0.368
C22 -2.4575 -1.9565 3.4082  1.199
C23 -2.7039 -1.1472 4.6212  0.737
C24 -2.2319 0.1554 4.6317  -1.207
C25 -1.5208 0.8532 3.4522  -1.155
C26 -3.4428 -1.7404 5.7896  -0.875
H1 -4.0923 -3.7673 6.5426  0.399
H2 -3.5302 -5.0175 4.5212  0.344
H3 -2.9281 -5.1475 2.2040  0.341
H4 -1.7937 -4.2024 0.2284  0.379
H5 -0.5872 -2.4383 -0.7500  0.482
H6 0.8395 1.0484 -1.0310  0.361
H7 2.4620 2.8313 -6.6297  0.339
H8 3.5348 4.9758 -6.9991  0.325
H9 4.9173 6.0622 -5.2232  0.395
H10 5.1777 4.9007 -3.0693  0.369
H11 3.9679 2.6358 -2.7227  0.416
H12 2.6338 0.3699 -6.4496  0.448
H13 -0.0377 1.3767 1.3293  0.371
H14 -2.3098 0.7038 5.5800  0.377
H15 -0.6016 1.2193 3.8571  0.399
H16 -2.0941 1.6998 3.1099  0.394
H17 -4.3918 -1.2515 5.8346  0.316
H18 -2.8496 -1.5635 6.7232  0.366

Entry 12:
C4H9NO2 in the gas phase, computed with ωB97M-V/def2-TZVPD.

Output
structure (SMILES)	C[C@@H](O)CNC=O
LUMO energy	0.7698	eV

Last column: Mulliken charge in e.
Atoms and positions in Å:
C1 1.7521 0.0655 -1.2858  -1.137
C2 0.4241 -0.4562 -0.7358  0.434
O1 0.7695 -1.2803 0.3882  -0.610
C3 -0.5228 0.6686 -0.3086  -1.008
N1 -1.6293 0.1899 0.5011  -0.058
C4 -1.4829 -0.0587 1.8208  0.030
O2 -0.4432 0.0872 2.4461  -0.613
H1 1.8545 1.1597 -1.3075  0.317
H2 2.0495 -0.3466 -2.2573  0.293
H3 2.3549 -0.3820 -0.4804  0.301
H4 -0.0783 -1.1356 -1.4360  0.296
H5 0.7847 -0.7301 1.1932  0.387
H6 0.0383 1.3890 0.3002  0.365
H7 -0.9286 1.2149 -1.1690  0.377
H8 -2.5097 -0.0326 0.0629  0.242
H9 -2.4166 -0.3887 2.3070  0.385

Strongest force on any atom (computed, Eh/bohr): 0.0806, 0.1071, 0.0880, 0.0107, 0.0833, 0.1322, 0.0274, 0.0542, 0.0758, 0.0293, 0.0691, 0.0259
ΔE to the lowest compared entry with this formula, charge and spin (computed, kcal per mole): 90.7, 52.0, 74.9, 18.8, 32.2, 73.1, 25.5, 52.9, 60.4, 18.3, 3.7, 26.3